[1]
DFT (wB97M-V/def2-TZVPD) results for a molecular structure, C36H39AsAuCl5N6O.

Cartesian coordinates (Å):
Au: -0.227 0.356 0.548
Cl: 3.102 0.942 0.753
C: 2.318 0.367 2.178
C: 0.956 0.117 2.172
C: 0.318 -0.371 3.295
Cl: -1.382 -0.703 3.240
C: 1.042 -0.597 4.465
Cl: 0.253 -1.201 5.854
C: 2.414 -0.338 4.483
Cl: 3.313 -0.635 5.902
C: 3.056 0.143 3.339
Cl: 4.742 0.422 3.349
C: 0.603 2.922 2.185
N: 0.463 4.340 2.322
C: 0.810 5.001 1.064
N: -0.089 4.563 -0.010
C: 0.043 3.147 -0.187
N: -0.319 2.381 1.085
C: -1.722 2.806 1.474
N: -1.831 4.226 1.629
C: -0.916 4.674 2.680
C: -1.470 4.883 0.369
H: 0.331 2.429 3.117
H: 1.624 2.682 1.910
H: 1.840 4.759 0.796
H: 0.724 6.079 1.187
H: 1.072 2.888 -0.439
H: -0.630 2.804 -0.971
H: -1.980 2.290 2.400
H: -2.366 2.477 0.673
H: -1.176 4.189 3.622
H: -1.005 5.752 2.805
H: -1.567 5.961 0.486
H: -2.148 4.556 -0.421
O: 0.109 -1.517 -0.038
As: 1.424 -2.622 -0.029
C: 0.686 -4.070 -1.016
C: -0.547 -4.614 -0.655
C: -1.055 -5.677 -1.381
C: -0.338 -6.195 -2.454
C: 0.885 -5.649 -2.810
C: 1.404 -4.579 -2.093
C: 1.822 -3.121 1.768
C: 3.112 -3.105 2.290
C: 3.328 -3.556 3.586
C: 2.267 -4.017 4.351
C: 0.977 -4.016 3.832
C: 0.750 -3.569 2.541
C: 2.859 -1.894 -1.041
C: 4.169 -2.350 -0.924
C: 5.155 -1.796 -1.728
C: 4.830 -0.809 -2.648
C: 3.514 -0.383 -2.787
C: 2.524 -0.929 -1.987
H: -1.112 -4.209 0.175
H: -2.011 -6.106 -1.110
H: -0.738 -7.030 -3.014
H: 1.437 -6.053 -3.648
H: 2.356 -4.150 -2.376
H: 3.946 -2.730 1.714
H: 4.330 -3.546 3.995
H: 2.443 -4.373 5.357
H: 0.149 -4.369 4.432
H: -0.257 -3.567 2.144
H: 4.430 -3.144 -0.238
H: 6.176 -2.143 -1.641
H: 5.603 -0.382 -3.274
H: 3.262 0.364 -3.527
H: 1.494 -0.610 -2.099
C: -3.554 0.553 -0.186
C: -4.731 0.153 -1.119
N: -4.232 -0.388 -2.374
C: -3.484 -1.600 -2.079
C: -2.334 -1.300 -1.090
N: -2.247 0.168 -0.797
C: -2.118 0.873 -2.106
C: -3.350 0.583 -3.006
H: -3.619 0.071 0.791
H: -3.585 1.626 -0.037
H: -5.352 1.023 -1.332
H: -5.365 -0.596 -0.645
H: -3.093 -2.006 -3.013
H: -4.171 -2.338 -1.664
H: -1.384 -1.618 -1.501
H: -2.471 -1.808 -0.135
H: -1.190 0.535 -2.570
H: -2.032 1.942 -1.912
H: -3.035 0.197 -3.975
H: -3.919 1.495 -3.185

Cartesian forces (eV/Å) of the 2 atoms listed first:
Au -0.5 0.3 0.7
Cl 0.0 0.0 0.0

## Properties
Net charge ... +2
Spin multiplicity ... 1
Energy relative to the best compared isomer or geometry (same formula, charge and spin) ... 0.00 kcal/mol

---

[2]
DFT (wB97M-V/def2-TZVPD) results for 4 unconnected molecules or ions with the total composition C19H31INO3.

Cartesian coordinates (Å):
C: -5.186 1.210 -2.836
C: -3.956 0.171 -3.106
I: -2.157 1.393 -2.831
C: -4.058 -0.963 -1.971
C: -2.771 -1.733 -1.702
C: -2.740 -2.803 -0.609
C: -4.131 -2.962 0.047
C: -5.281 -2.102 -0.421
N: -5.355 -1.068 -1.392
H: -4.958 2.189 -3.390
H: -6.194 0.774 -3.141
H: -5.140 1.472 -1.709
H: -1.834 -1.517 -2.306
H: -1.796 -3.379 -0.367
H: -4.288 -3.734 0.868
H: -6.289 -2.314 0.097
C: 2.157 2.223 -0.120
C: 1.105 2.666 0.872
C: 0.431 3.803 0.129
O: 0.525 3.500 -1.268
C: 1.440 2.410 -1.443
H: 2.504 1.200 0.035
H: 3.022 2.891 -0.066
H: 0.390 1.854 1.041
H: 1.512 2.969 1.838
H: 0.949 4.753 0.302
H: -0.618 3.922 0.409
H: 0.856 1.522 -1.707
H: 2.125 2.633 -2.265
C: -1.867 -7.957 -0.005
C: -2.429 -7.343 1.258
C: -1.540 -6.128 1.439
O: -1.140 -5.707 0.128
C: -1.492 -6.730 -0.812
H: -2.568 -8.612 -0.525
H: -0.969 -8.538 0.232
H: -3.463 -7.027 1.087
H: -2.414 -8.014 2.118
H: -0.634 -6.378 2.002
H: -2.051 -5.307 1.948
H: -2.342 -6.367 -1.400
H: -0.654 -6.912 -1.488
C: 6.266 5.417 2.477
C: 6.277 6.074 1.115
C: 5.332 5.186 0.329
O: 4.374 4.671 1.263
C: 4.826 4.957 2.593
H: 6.568 6.081 3.288
H: 6.936 4.550 2.477
H: 5.865 7.086 1.188
H: 7.270 6.141 0.667
H: 5.862 4.334 -0.112
H: 4.815 5.725 -0.468
H: 4.188 5.749 3.000
H: 4.718 4.067 3.217

Cartesian forces (eV/Å) of the 2 atoms listed first:
C 1.5 0.2 0.2
C -2.1 -1.2 2.7

## Properties
Net charge ... -1
Spin multiplicity ... 1

---

[3]
DFT (wB97M-V/def2-TZVPD) results for a molecular structure, C41H37F5HgP2.

Cartesian coordinates (Å):
Hg: 1.470 -1.226 -0.137
C: -2.528 0.412 5.683
C: -2.830 0.272 4.386
C: -3.485 1.299 3.504
C: -2.483 2.288 2.847
C: -1.346 2.833 3.661
C: -1.502 3.185 4.939
C: -2.739 2.989 5.765
C: -2.813 1.627 6.501
C: 3.393 -0.607 0.600
H: -2.024 -0.418 6.210
H: -2.543 -0.663 3.883
H: -4.271 1.860 4.019
H: -4.011 0.777 2.691
H: -2.136 1.800 1.926
H: -3.078 3.173 2.539
H: -0.399 3.003 3.121
H: -0.670 3.699 5.457
H: -3.666 3.164 5.191
H: -2.687 3.763 6.553
H: -2.088 1.655 7.320
H: -3.793 1.544 6.996
H: 3.676 -1.214 1.480
H: 3.375 0.459 0.895
H: 4.117 -0.738 -0.232
P: -0.153 -1.981 -1.828
P: 2.178 0.477 -2.556
C: -0.515 -0.365 -2.539
C: 0.422 0.492 -3.011
C: -0.370 -3.141 -3.266
C: -1.409 -2.826 -4.158
C: -1.706 -3.634 -5.252
C: -0.967 -4.799 -5.482
C: 0.086 -5.121 -4.619
C: 0.397 -4.303 -3.527
C: -1.686 -2.193 -0.864
C: -2.084 -1.184 0.040
C: -2.907 -1.519 1.114
C: -3.447 -2.800 1.215
C: -3.179 -3.752 0.223
C: -2.279 -3.461 -0.806
C: 2.799 0.801 -4.290
C: 2.387 -0.061 -5.337
C: 2.664 0.254 -6.669
C: 3.391 1.410 -6.989
C: 3.855 2.232 -5.962
C: 3.579 1.920 -4.624
C: 2.326 2.182 -1.859
C: 3.580 2.587 -1.355
C: 3.702 3.811 -0.694
C: 2.589 4.647 -0.542
C: 1.374 4.288 -1.130
C: 1.240 3.062 -1.785
H: -1.581 -0.124 -2.619
H: 0.124 1.276 -3.726
H: -2.004 -1.924 -3.998
H: -2.523 -3.350 -5.914
H: -1.224 -5.444 -6.320
H: 0.664 -6.028 -4.809
H: 1.229 -4.572 -2.872
H: -1.757 -0.149 -0.086
H: -3.129 -0.760 1.865
H: -4.054 -3.064 2.081
H: -3.636 -4.740 0.267
H: -1.989 -4.227 -1.531
H: 1.806 -0.959 -5.108
H: 2.312 -0.395 -7.475
H: 3.602 1.662 -8.027
H: 4.434 3.130 -6.196
H: 3.944 2.593 -3.846
H: 4.458 1.946 -1.483
H: 4.670 4.104 -0.287
H: 2.669 5.570 0.036
H: 0.512 4.952 -1.067
H: 0.282 2.786 -2.225
F: 0.661 -3.648 2.400
C: 0.817 -2.450 3.034
C: 1.141 -1.326 2.317
C: 1.292 -0.190 3.070
F: 1.479 1.004 2.451
C: 1.258 -0.161 4.482
F: 1.464 0.988 5.154
C: 0.878 -1.293 5.173
F: 0.733 -1.233 6.525
C: 0.599 -2.432 4.427
F: 0.060 -3.499 5.060

Cartesian forces (eV/Å) of the 2 atoms listed first:
Hg 0.9 -0.7 1.6
C -0.1 -0.6 -0.6

## Properties
Spin multiplicity ... 1
Energy relative to the best compared isomer or geometry (same formula, charge and spin) ... 9.45 kcal/mol

---

| no. | HOMO (hartree) | gap between HOMO and LUMO (eV) |
| --- | --- | --- |
| 1 | -0.49311 | 6.70 |
| 2 | -0.08631 | 4.61 |
| 3 | -0.26120 | 6.80 |